Run A
The following is a quantum chemistry calculation of a cluster of 2 separate species, C12H16N2O in total, from the OMol25 dataset.

XYZ file:
```
31
Properties=species:S:1:pos:R:3
O 1.06277 -2.49331 3.06307
N 0.06696 0.93352 -2.70858
N 1.37544 -0.28172 3.00521
C 1.81970 -1.46892 0.98247
C -0.97459 0.86858 -0.71620
C 1.38116 -1.51427 2.42236
C 0.97275 2.30760 -0.82646
C 0.06908 1.45405 -1.44182
C -2.75661 -0.99053 -1.25937
C -1.30854 1.34799 0.54579
C -0.98922 0.01732 -2.79044
C 0.93928 -2.32633 0.08008
C -0.48259 2.30902 1.11487
C -1.62832 -0.05770 -1.61191
C 0.66371 2.73711 0.45075
H -2.13777 0.90982 1.09531
H -2.33935 -1.96022 -0.98845
H -3.22827 -0.61377 -0.35680
H -1.11077 -0.43312 -3.75772
H -0.12393 -2.20945 0.29819
H 1.91641 2.58633 -1.27339
H 1.07689 -2.10128 -0.97826
H -0.71597 2.71730 2.08225
H -3.50440 -1.13442 -2.04086
H 1.22199 0.57501 2.49359
H 1.85924 -0.45529 0.58543
H 0.24157 1.50375 -3.51938
H 1.08315 -3.40696 0.11273
H 2.84164 -1.82674 0.91210
H 1.29943 -0.27744 4.01452
H 1.40917 3.28408 1.01091
```

Values from the calculation:
Charge   0
Multiplicity   1
Orbital gap   9.048 eV

Run B
The following is a quantum chemistry calculation of a cluster of 2 separate species, C12H16N2O in total, from the OMol25 dataset.

XYZ file:
```
31
Properties=species:S:1:pos:R:3
O -2.48197 2.47515 -1.45494
N -0.79715 -1.50731 1.04858
N -0.99666 0.04556 2.56550
C 1.17886 -2.77785 2.04674
C -1.29110 1.86346 -1.71316
C 0.26451 -1.58342 1.88434
C 0.32411 0.08624 -1.49653
C -1.54939 -0.48039 1.43316
C 0.80050 -3.91749 0.99046
C -0.26220 2.71507 -2.13973
C 1.37634 0.99512 -1.56023
C 2.85615 0.60379 -1.40551
C 1.05737 2.27523 -1.91997
C 0.19495 -0.55687 2.81682
C -0.98916 0.52601 -1.43172
H 0.59069 -4.78043 1.60919
H -1.48965 0.63174 3.22052
H -0.41635 3.72088 -2.48622
H 1.57616 -3.85552 0.20827
H 0.86128 -3.18672 3.00336
H 3.06948 -0.46979 -1.42270
H 3.17507 1.18580 -0.54255
H -2.54485 -0.24398 1.11570
H 3.38528 0.90597 -2.30638
H 2.20358 -2.50536 1.81920
H 1.87494 2.99750 -1.96930
H 0.90326 -0.28671 3.57183
H -1.74672 -0.18841 -1.13735
H -0.01984 -3.66596 0.32007
H 0.53695 -0.96865 -1.65405
H -3.12720 1.82331 -1.23036
```

Values from the calculation:
Charge   0
Multiplicity   1
Orbital gap   8.762 eV

Run C
The following is a quantum chemistry calculation of a cluster of 2 separate species, C12H16N2O in total, from the OMol25 dataset.

XYZ file:
```
31
Properties=species:S:1:pos:R:3
O 0.09975 -3.71413 -1.86289
N -1.68456 -0.30628 2.10689
N -0.93846 -1.75728 -1.27855
C 2.14857 0.71538 1.10438
C -1.79339 2.95436 0.37723
C 0.85431 -0.57804 -2.97904
C -0.15771 1.21949 1.35968
C -0.34374 -0.11313 1.93574
C -1.50227 1.68067 1.14691
C 1.12437 1.66507 1.01814
C 1.96935 -0.55758 1.66994
C 1.36385 -1.63559 -1.92378
C 0.72592 -0.97956 2.06410
C -2.38983 0.78366 1.64606
C 0.15987 -2.52604 -1.67766
H 0.47593 -1.99642 2.35601
H -1.03251 3.68857 0.65560
H 1.39195 2.68031 0.76649
H 3.12757 1.11498 0.86340
H 0.04423 -0.84188 -3.64000
H -1.89647 -2.05032 -1.36003
H -0.80153 -0.92516 -0.71720
H 1.73791 -0.23615 -3.53533
H -2.04758 -1.11787 2.59239
H 2.81582 -1.21295 1.51926
H 2.18552 -2.17836 -2.37958
H -1.78948 2.67858 -0.67323
H -3.46054 0.83056 1.64172
H -2.70494 3.48825 0.65036
H 0.63295 0.32957 -2.41150
H 1.68512 -1.10271 -1.03554
```

Values from the calculation:
Charge   0
Multiplicity   1
Orbital gap   8.864 eV

What should be chosen as the most stable of them? Choose run A.

Run A
The following is a quantum chemistry calculation of the molecule C25H29N3O4, from the OMol25 dataset.

XYZ file:
```
61
Properties=species:S:1:pos:R:3
O -3.04226 -1.54877 3.23137
O 2.38831 3.42544 -4.39312
O -3.17272 1.88516 0.24278
O 1.49094 -0.57411 -1.45642
N 1.99855 -1.94679 3.15989
N -2.44961 -0.38489 1.40807
N 0.76121 1.83368 -2.60088
C 1.37824 -3.01821 -1.21021
C 0.19930 2.81591 -3.49911
C -0.40362 -5.08860 1.93106
C 0.12858 -0.46506 3.13779
C -0.98170 -3.86363 2.12240
C 2.42626 0.32430 3.79870
C -5.00796 3.37989 0.25743
C -1.19316 1.88008 -1.19119
C 0.35374 0.04286 -1.00031
C -0.20140 -2.77087 2.54543
C -0.71609 -1.45956 2.72010
C 1.49444 -0.75798 3.35432
C 0.97097 -5.27008 2.14812
C 1.10528 2.93218 -4.72181
C 2.79438 3.08534 -3.08202
C 2.00744 -1.69845 -0.77108
C -0.00198 1.27273 -1.59887
C -1.99761 1.33824 -0.20177
C -3.66797 3.05065 -0.38235
C -2.16499 -1.15855 2.48480
C -1.61176 0.14401 0.41788
C 1.19029 -2.95364 2.76853
C 2.20956 1.75541 -2.61071
C -0.45787 -0.49527 -0.01878
C 1.75517 -4.22790 2.55880
H -1.47663 2.81349 -1.64492
H 1.52404 -3.15796 -2.27823
H 1.92157 -1.56726 0.31409
H 2.81300 -4.34602 2.73419
H -0.23265 0.54186 3.28552
H -0.21704 -1.45295 0.40341
H 2.41095 1.14968 3.08848
H -2.96560 3.88365 -0.23892
H -4.88072 3.53270 1.32564
H 2.11593 0.70829 4.76917
H 3.88582 3.03328 -3.10206
H 0.68285 3.63185 -5.44793
H 1.19402 1.94431 -5.19706
H -3.79273 2.87703 -1.46037
H 3.07137 -1.70507 -1.02905
H 1.40553 -6.24631 1.98902
H -5.41759 4.28265 -0.18624
H 0.10396 3.80971 -3.03191
H 2.49860 3.88292 -2.38308
H 2.57611 1.54638 -1.60539
H 0.31128 -3.03860 -1.00553
H -3.40594 -0.04991 1.36094
H 2.54923 0.94981 -3.27359
H 3.43500 -0.07020 3.87490
H -0.79332 2.48503 -3.81758
H -5.70503 2.56023 0.10565
H -1.00443 -5.92683 1.61077
H 1.85068 -3.83708 -0.67440
H -2.04023 -3.71818 1.96563
```

Values from the calculation:
Charge   0
Multiplicity   1
Orbital gap   7.281 eV

Run B
The following is a quantum chemistry calculation of the molecule C25H29N3O4, from the OMol25 dataset.

XYZ file:
```
61
Properties=species:S:1:pos:R:3
O -5.18738 -2.15255 -0.09328
O -5.74001 -0.64325 -1.65715
O 4.21863 -3.85503 -0.46636
O 3.18551 1.88040 -1.35733
N 1.70342 1.06305 0.16415
N -1.26778 -0.27963 1.14574
N 0.10806 2.42067 1.20959
C 3.63972 -2.65334 -0.23335
C -0.02404 4.75705 0.73125
C 2.23218 -0.92309 -1.15014
C -3.66129 -0.39213 -0.46261
C 1.47000 5.74098 -0.88149
C -3.66890 0.06370 0.99925
C 2.25579 2.09841 -0.60895
C 5.56832 -5.74994 -0.01521
C 3.75734 -1.92320 0.94630
C 2.87221 -2.13507 -1.28013
C 5.04170 -4.43196 0.52995
C 0.57128 3.50815 0.52043
C 0.42512 5.85558 0.03589
C -1.18650 -0.67414 -0.24786
C -7.55506 -2.23154 0.47829
C 0.65323 1.27297 1.02159
C 0.01185 0.09326 1.71834
C -6.41246 -2.85332 -0.31153
C 1.62385 3.39472 -0.40262
C -4.97712 -1.05215 -0.82086
C 2.34105 -0.20760 0.03611
C -2.32435 0.69276 1.35200
C 2.06644 4.52049 -1.10013
C 3.11545 -0.70375 1.07222
C -2.48796 -1.35356 -0.66357
H -2.64328 -2.23743 -0.04466
H 5.87650 -3.75771 0.76519
H 6.13958 -5.57343 -0.92221
H 4.73930 -6.41113 -0.25165
H -6.64215 -2.84058 -1.38197
H 4.35210 -2.28514 1.76957
H -2.16970 1.60160 0.74873
H 6.20700 -6.22666 0.72269
H 2.80081 -2.70488 -2.19252
H 4.45927 -4.60553 1.44566
H -0.03532 6.81905 0.19959
H -8.45580 -2.82353 0.34469
H -6.21671 -3.87640 0.01636
H 0.66161 -0.78306 1.67987
H -7.74181 -1.22081 0.12423
H -7.30556 -2.19578 1.53607
H -3.83996 -0.80311 1.63829
H 2.87802 4.40088 -1.80199
H 1.80930 6.61380 -1.41871
H -2.42277 -1.66231 -1.70827
H -1.00165 0.19050 -0.91122
H -0.83138 4.82755 1.44297
H -4.46714 0.78864 1.16630
H 3.21875 -0.13322 1.98397
H -3.54544 0.47660 -1.11878
H -2.31740 0.98448 2.40379
H -0.16159 0.36709 2.76160
H 1.65477 -0.52117 -1.96806
H -0.35669 -1.37703 -0.36023
```

Values from the calculation:
Charge   0
Multiplicity   1
Orbital gap   9.049 eV

What should be chosen as the most stable of them? Choose run B.

Run A
The following is a quantum chemistry calculation of a cluster of 2 separate species, C3H9NO3 in total, from the OMol25 dataset.

XYZ file:
```
16
Properties=species:S:1:pos:R:3
O -0.50959 2.73789 -0.31305
O 4.82784 -2.46140 3.82057
O -0.19623 0.52766 -2.58536
N -2.01445 0.07253 -1.02888
C -0.27475 1.65639 0.10578
C -1.25615 -0.27851 -2.21346
C -1.32825 0.52322 0.15249
H -2.99802 0.31536 -1.14654
H -1.96505 -0.28214 -3.05968
H 5.20278 -2.64876 4.68285
H -0.33855 1.43383 -2.29988
H 4.02443 -1.97574 4.00652
H -2.04883 0.74848 0.91642
H -0.77211 -0.35874 0.44903
H -0.97065 -1.33499 -2.13402
H 0.61757 1.32492 0.64721
```

Values from the calculation:
Charge   +1
Multiplicity   2
Orbital gap (spin up / spin down)   8.951 / 4.662 eV

Run B
The following is a quantum chemistry calculation of a cluster of 2 separate species, C3H9NO3 in total, from the OMol25 dataset.

XYZ file:
```
16
Properties=species:S:1:pos:R:3
O 1.05029 -0.90553 -0.49891
O -2.19053 -0.32843 6.46678
O 1.05203 -1.21178 -2.80254
N -0.56000 0.38771 0.38917
C 0.26924 0.05733 -0.57743
C 1.25323 0.20620 -2.82141
C 0.20528 0.79220 -1.89508
H -1.04496 1.26832 0.45174
H 1.75751 -1.60451 -2.26074
H 0.20165 1.87077 -1.92938
H -0.78635 0.52397 -2.27385
H 2.29964 0.35656 -2.52827
H 1.11788 0.61739 -3.82941
H -2.05376 -0.91965 5.71848
H -0.65493 -0.22067 1.18587
H -1.91623 -0.88988 7.20498
```

Values from the calculation:
Charge   +1
Multiplicity   2
Orbital gap (spin up / spin down)   10.013 / 4.779 eV

Run C
The following is a quantum chemistry calculation of a cluster of 2 separate species, C3H9NO3 in total, from the OMol25 dataset.

XYZ file:
```
16
Properties=species:S:1:pos:R:3
O -0.45814 -0.11359 -2.66741
O 1.78489 -0.27426 2.41406
O -1.24865 1.77999 -1.82373
N -0.85255 -0.32531 -0.00858
C -0.82166 1.02537 -2.80677
C 0.03097 0.17832 1.00641
C 1.02429 -0.92965 1.45373
H 2.47458 -0.87031 2.72949
H 1.62807 -1.26384 0.60107
H -0.40222 -0.84520 -0.77222
H -0.56063 0.50768 1.85236
H 0.48192 -1.78389 1.86348
H 0.60746 1.02605 0.63080
H -0.83182 1.54327 -3.77163
H -1.65751 -0.84827 0.34044
H -1.19898 1.19363 -1.04150
```

Values from the calculation:
Charge   +1
Multiplicity   2
Orbital gap (spin up / spin down)   11.966 / 5.961 eV

What should be chosen as the most stable of them? Choose run B.

Run A
The following is a quantum chemistry calculation of the molecule CH4BrO3P, from the OMol25 dataset.

XYZ file:
```
10
Properties=species:S:1:pos:R:3
Br -1.01976 -2.66695 -0.39729
P 0.31556 0.08350 1.36843
O -0.30596 0.08159 -0.12408
O 1.91389 0.02046 0.87179
O 0.34392 1.71740 1.68415
C -1.67938 -0.94610 -0.35768
H -2.31157 -0.56095 0.55243
H 0.58874 2.13341 0.80727
H 1.94089 -0.47273 0.04309
H -2.15254 -0.78450 -1.28015
```

Values from the calculation:
Charge   0
Multiplicity   1
Orbital gap   10.151 eV

Run B
The following is a quantum chemistry calculation of a structure of composition CH4BrO3P, from the OMol25 dataset.

XYZ file:
```
10
Properties=species:S:1:pos:R:3
Br 1.74693 1.27941 0.59589
P -0.23682 -0.81833 0.74342
O -1.55133 -1.80029 0.37935
O 0.91097 -1.43581 -0.20438
O -0.83012 0.38713 -0.26116
C 0.02207 1.69349 -0.23882
H -1.56476 -2.49354 -0.28656
H 1.84776 -1.28554 0.15149
H 0.23446 2.12571 -1.21729
H -0.57916 2.34776 0.33807
```

Values from the calculation:
Charge   0
Multiplicity   1
Orbital gap   9.519 eV

What should be chosen as the most stable of them? Choose run B.